An isolated molecule of C3H8N2O2. Source: the Open Molecules 2025 dataset; level of theory: ωB97M-V with the def2-TZVPD basis set.

Values from the calculation:
SMILES string: NCCNC(=O)O
ΔE to the lowest compared entry with this formula, charge and spin in eV: 1.541
Charge: 0
LUMO level in eV: 0.7558

Geometry (Å):
N (-2.3384, -1.0260, 0.1090)
C (-1.1486, -0.7929, -0.8417)
C (-0.2003, -0.1026, 0.1500)
N (1.0838, 0.3743, -0.3199)
C (2.0345, 1.2016, 0.3003)
O (3.1870, 1.2188, -0.0975)
O (1.5050, 1.9263, 1.3619)
H (-2.0776, -1.8922, 0.6304)
H (-3.0925, -1.3189, -0.3254)
H (-0.7764, -1.6978, -1.2210)
H (-1.3958, -0.2833, -1.8245)
H (0.0248, -0.7836, 1.0349)
H (-0.7192, 0.7748, 0.5450)
H (1.6966, -0.2438, -0.8122)
H (2.2171, 2.6453, 1.3106)

---

An isolated molecule of C3H8N2O2. Source: the Open Molecules 2025 dataset; level of theory: ωB97M-V with the def2-TZVPD basis set.

Values from the calculation:
SMILES string: C=C(C)N(O)NO
ΔE to the lowest compared entry with this formula, charge and spin in eV: 6.365
Charge: 0
LUMO level in eV: 0.8672

Geometry (Å):
C (-0.7915, -1.3326, -0.5471)
C (0.2384, -0.5363, -0.1829)
C (1.3741, -1.1281, 0.6200)
N (0.2888, 0.8184, -0.4395)
O (1.2672, 1.5659, 0.1877)
N (-1.0324, 1.5236, -0.6376)
O (-2.0010, 1.6127, 0.4127)
H (-0.7916, -2.3909, -0.3101)
H (-1.5881, -1.0157, -1.2083)
H (2.3006, -1.0991, 0.0386)
H (1.1816, -2.1688, 0.8972)
H (1.5315, -0.5671, 1.5466)
H (1.0340, 2.4600, -0.1139)
H (-1.5054, 1.0527, -1.4105)
H (-1.5061, 1.2055, 1.1471)

---

A cluster of 2 separate species, C3H8N2O2 in total. Source: the Open Molecules 2025 dataset; level of theory: ωB97M-V with the def2-TZVPD basis set.

Values from the calculation:
ΔE to the lowest compared entry with this formula, charge and spin in eV: 6.453
Charge: 0
LUMO level (spin up / spin down) in eV: 0.6194 / 0.6194

Geometry (Å):
C (-0.1673, -1.3399, 1.0509)
C (1.4056, 1.0625, 0.4315)
N (-1.3482, -1.6023, -0.8437)
C (-0.5598, 0.5846, -0.8098)
O (-1.5179, -0.2064, -1.2310)
O (-0.7201, 1.8750, -1.1409)
N (0.4278, 0.1479, -0.1248)
H (-1.5533, 1.9594, -1.6311)
H (-0.5131, -1.8479, -1.3917)
H (0.5771, -0.8982, 1.7110)
H (-1.1644, -1.2525, 1.4584)
H (0.1004, -2.3538, 0.7902)
H (2.0549, 0.5019, 1.1063)
H (2.0263, 1.4814, -0.3632)
H (0.9519, 1.8883, 0.9877)

---

A cluster of 2 separate species, C3H8N2O2 in total. Source: the Open Molecules 2025 dataset; level of theory: ωB97M-V with the def2-TZVPD basis set.

Values from the calculation:
ΔE to the lowest compared entry with this formula, charge and spin in eV: 1.870
Charge: 0
LUMO level in eV: 0.3046

Geometry (Å):
O (-0.2249, -1.3231, -1.6663)
C (-0.7993, -1.8271, -0.6502)
O (-0.7936, -1.3350, 0.5190)
H (-1.4356, -2.7343, -0.8301)
C (1.2176, -0.0092, 1.7175)
N (0.7058, 1.2416, 1.0228)
C (0.2533, 1.0858, -0.2157)
N (-0.3895, 1.9867, -0.9171)
H (0.5530, -0.2242, 2.5631)
H (2.2550, 0.1294, 2.0540)
H (1.1094, -0.7635, 0.9203)
H (0.5886, 2.1071, 1.5180)
H (0.4519, 0.0921, -0.7158)
H (-0.7042, 2.8508, -0.4579)
H (-0.9146, 1.7126, -1.7223)

---

Respective E_tot values: -10315.4117 -10310.5870 -10310.4991 -10315.0822 eV.